A 9-piece molecular cluster, H18O9 overall at a distorted geometry, computed with wB97M-V/def2-TZVPD.

HOMO-LUMO gap   10.79 eV
Structure (SMILES)   O.O.O.O.O.O.O.O.O
Highest occupied orbital energy   -11.121 eV
Energy relative to the best compared isomer or geometry (same formula, charge and spin)   92.1 kcal/mol

CARTESIAN COORDINATES (ANGSTROEM)
O  0.343  0.649  0.796
H  0.382  0.945  1.729
H  0.836  -0.135  0.819
O  4.631  1.054  3.140
H  4.421  1.963  3.276
H  4.652  0.574  4.055
O  2.511  3.224  -2.302
H  2.210  2.435  -2.893
H  1.620  3.580  -2.244
O  -0.097  0.830  -3.170
H  0.563  0.872  -2.474
H  -0.088  -0.129  -3.505
O  -0.332  -3.156  3.808
H  -0.626  -2.254  3.884
H  0.664  -3.152  3.799
O  -4.059  -0.289  3.271
H  -4.989  -0.208  3.010
H  -3.602  0.471  2.861
O  -0.773  3.535  -1.686
H  -0.643  4.159  -0.856
H  -1.285  2.838  -1.268
O  -1.813  -0.949  -2.955
H  -1.345  -0.340  -2.326
H  -1.420  -1.815  -2.800
O  -0.390  -4.982  -1.234
H  -1.175  -4.957  -1.696
H  -0.342  -4.172  -0.704


C22H39AuCl2N4O3S as an isolated structure at a distorted geometry, computed with wB97M-V/def2-TZVPD.

HOMO-LUMO gap (spin up / spin down)   6.93 / 6.27 eV
Expectation value of S²   2.008
Highest occupied orbital energy (spin up / spin down)   -6.518 / -7.568 eV
Multiplicity   3

CARTESIAN COORDINATES (ANGSTROEM)
O  3.355  1.252  -3.551
C  2.634  2.165  -3.881
C  2.299  3.467  -3.261
C  1.855  3.418  -1.939
H  1.793  2.451  -1.422
C  1.628  4.624  -1.278
H  1.337  4.602  -0.226
C  1.753  5.849  -1.969
H  1.586  6.825  -1.482
C  2.088  5.881  -3.344
H  2.100  6.845  -3.899
C  2.296  4.660  -4.012
H  2.489  4.620  -5.097
H  1.927  1.960  -4.716
C  -0.199  -0.902  -3.361
C  -1.239  -0.280  -2.357
H  -0.205  -0.363  -4.347
H  -0.391  -1.957  -3.647
H  0.807  -0.765  -2.895
C  -1.543  1.098  -2.716
C  -2.806  1.467  -3.400
H  -0.711  1.782  -2.720
H  -2.508  1.949  -4.329
H  -3.380  2.261  -2.891
H  -3.472  0.549  -3.545
Au  -0.407  -0.074  -0.523
Cl  -2.067  0.988  1.546
Cl  -2.402  -1.243  -1.442
C  -2.512  -2.110  1.721
O  -1.523  -2.759  2.075
N  -3.762  -2.564  1.593
C  -4.065  -3.907  2.045
C  -4.870  -1.710  1.170
H  -2.427  -1.032  1.476
H  -3.186  -4.558  1.958
H  -4.888  -4.280  1.417
H  -4.396  -3.914  3.100
H  -4.456  -1.042  0.411
H  -5.264  -1.117  2.008
H  -5.672  -2.340  0.766
H  1.611  -4.836  -1.032
H  4.677  -3.448  -1.177
C  1.960  -4.482  -2.022
C  4.118  -3.194  -2.094
N  2.686  -3.230  -1.863
H  1.059  -4.304  -2.637
C  2.108  -2.251  -1.136
O  1.040  -2.417  -0.523
H  4.404  -2.177  -2.376
H  2.681  -1.307  -1.150
H  2.639  -5.194  -2.518
H  4.384  -3.889  -2.898
C  -0.454  -1.772  4.911
C  0.707  -1.194  4.158
N  0.470  -0.840  2.756
C  0.835  0.331  2.246
S  1.451  0.480  0.645
N  0.927  1.449  3.016
C  -0.192  1.853  3.917
C  0.251  2.955  4.875
H  -1.204  -1.019  5.150
H  -0.083  -2.161  5.859
H  -0.947  -2.578  4.377
H  1.050  -0.272  4.628
H  1.529  -1.911  4.158
H  0.016  -1.524  2.145
H  1.232  2.278  2.489
H  -1.025  2.208  3.285
H  -0.588  0.993  4.475
H  0.454  3.865  4.289
H  -0.556  3.145  5.609
H  1.162  2.647  5.403


C6H7O2 as an isolated structure at a distorted geometry, computed with wB97M-V/def2-TZVPD.

HOMO-LUMO gap   9.03 eV
Highest occupied orbital energy   -14.348 eV
Energy relative to the best compared isomer or geometry (same formula, charge and spin)   33.5 kcal/mol
Net charge   +1

CARTESIAN COORDINATES (ANGSTROEM)
C  -2.303  0.089  0.067
C  -1.469  1.214  0.131
C  -1.816  -1.203  -0.007
C  -0.062  0.984  -0.035
C  0.275  -0.383  -0.023
C  2.142  -1.001  0.135
O  -0.508  -1.388  -0.065
O  0.877  1.879  0.104
H  -3.291  0.144  0.077
H  -1.825  2.267  0.218
H  -2.413  -2.105  -0.017
H  2.641  -0.080  0.041
H  2.301  -1.606  -0.742
H  1.948  -1.745  0.881
H  0.437  2.680  0.344


C11H16O5PTi as an isolated structure at a distorted geometry, computed with wB97M-V/def2-TZVPD.

HOMO-LUMO gap (spin up / spin down)   6.04 / 7.45 eV
Expectation value of S²   2.021
Highest occupied orbital energy (spin up / spin down)   -11.208 / -12.505 eV
Multiplicity   3
Energy relative to the best compared isomer or geometry (same formula, charge and spin)   69.1 kcal/mol
Net charge   +1

CARTESIAN COORDINATES (ANGSTROEM)
O  0.264  5.135  -5.388
C  0.575  4.361  -4.613
Ti  -0.510  0.384  -1.778
O  0.288  3.532  -0.326
C  0.036  2.554  -0.899
C  1.402  -0.887  -2.977
O  1.583  -1.399  -4.051
C  1.827  0.378  -2.163
O  3.025  0.476  -2.091
C  -2.606  0.489  -1.485
O  -3.746  0.415  -1.303
H  -1.480  1.608  -2.370
C  -2.517  0.066  1.447
C  -1.049  0.362  1.692
P  0.142  -0.194  0.430
C  1.748  0.265  1.044
C  2.048  -0.420  2.380
C  -0.032  -1.962  -0.052
C  -0.270  -2.796  1.204
H  -3.007  0.772  0.758
H  -3.050  0.193  2.404
H  -2.729  -0.958  1.083
H  -0.891  1.442  1.751
H  -0.694  -0.125  2.587
H  2.511  0.059  0.279
H  1.712  1.362  1.152
H  2.191  -1.502  2.246
H  2.974  0.014  2.780
H  1.245  -0.244  3.111
H  -0.884  -2.056  -0.768
H  0.878  -2.268  -0.599
H  -1.135  -2.440  1.778
H  -0.464  -3.823  0.890
H  0.617  -2.789  1.847


An isolated molecule of C4H5NO2, computed with wB97M-V/def2-TZVPD.

HOMO-LUMO gap   10.47 eV
Structure (SMILES)   O=C[C@H]1CN1C=O
Highest occupied orbital energy   -10.138 eV
Energy relative to the best compared isomer or geometry (same formula, charge and spin)   56.9 kcal/mol

CARTESIAN COORDINATES (ANGSTROEM)
O  2.478  -0.785  -0.194
C  1.443  -0.327  -0.622
C  0.637  0.530  0.317
C  -0.636  1.261  0.161
N  -0.644  -0.027  0.866
C  -1.113  -1.159  0.118
O  -1.226  -1.217  -1.079
H  1.047  -0.668  -1.591
H  1.319  0.883  1.081
H  -1.180  1.414  -0.769
H  -0.778  2.065  0.881
H  -1.347  -1.969  0.831


C32H29BIrN8O3 as an isolated structure at a distorted geometry, computed with wB97M-V/def2-TZVPD.

HOMO-LUMO gap (spin up / spin down)   6.09 / 6.37 eV
Expectation value of S²   8.808
Highest occupied orbital energy (spin up / spin down)   -5.990 / -8.551 eV
Multiplicity   6
Energy relative to the best compared isomer or geometry (same formula, charge and spin)   63.1 kcal/mol

CARTESIAN COORDINATES (ANGSTROEM)
Ir  -0.279  0.872  -0.279
O  5.028  0.815  -1.006
C  4.851  -0.518  -0.788
C  5.208  -1.442  -1.792
C  5.097  -2.821  -1.567
C  4.450  -3.325  -0.435
C  3.870  -2.368  0.451
C  4.051  -0.999  0.267
C  3.436  -0.182  1.321
O  3.729  0.940  1.681
N  2.527  -0.856  2.231
N  1.268  -0.482  2.038
C  0.468  -0.856  2.985
C  -0.936  -0.574  3.059
C  -1.530  -0.438  4.431
C  -2.919  -0.354  4.529
C  -3.618  -0.138  3.384
C  -3.078  -0.300  2.108
C  -1.657  -0.529  1.906
O  -1.234  -0.632  0.611
H  4.560  1.362  -0.310
H  5.477  -1.016  -2.785
H  5.370  -3.447  -2.392
H  4.280  -4.376  -0.148
H  3.559  -3.080  1.168
H  0.573  -1.394  3.904
H  -0.716  -0.364  5.213
H  -3.338  -0.209  5.574
H  -4.666  0.305  3.469
H  -3.752  -0.512  1.293
C  0.862  -1.755  -2.063
N  0.628  -0.268  -1.732
C  1.426  0.585  -2.600
C  1.679  1.918  -2.255
C  2.252  3.069  -2.878
C  1.979  4.153  -2.057
C  1.204  3.691  -0.928
N  0.933  2.265  -1.078
C  -0.235  -2.685  -1.665
C  -1.389  -2.943  -2.399
C  -2.293  -3.858  -1.886
C  -2.098  -4.349  -0.586
C  -0.983  -4.081  0.165
C  -0.111  -3.159  -0.383
H  1.754  -1.980  -1.450
H  1.220  -1.934  -3.092
H  1.988  0.287  -3.539
H  2.703  3.301  -3.862
H  2.015  5.208  -2.393
H  0.690  4.264  -0.197
H  -1.359  -2.570  -3.421
H  -3.158  -4.201  -2.370
H  -2.841  -5.121  -0.132
H  -0.672  -4.565  1.043
H  0.866  -3.036  0.154
B  -2.588  3.473  -0.573
N  -1.872  3.189  0.869
C  -1.934  4.062  1.890
C  -1.154  3.601  2.895
C  -0.602  2.427  2.443
N  -0.984  2.203  1.192
N  -2.931  2.093  -1.301
C  -4.229  1.693  -1.433
C  -4.217  0.439  -2.043
C  -2.879  0.162  -2.114
N  -2.110  1.176  -1.702
H  -3.564  4.089  -0.350
H  -1.787  3.992  -1.218
H  -2.589  4.860  1.861
H  -1.114  4.052  3.868
H  -0.007  1.780  3.016
H  -5.053  2.364  -1.240
H  -5.071  -0.201  -2.226
H  -2.454  -0.769  -2.351


A 13-piece molecular cluster, C19H42Cl24N3O8P2 overall at a distorted geometry, computed with wB97M-V/def2-TZVPD.

HOMO-LUMO gap   6.81 eV
Highest occupied orbital energy   -5.293 eV
Net charge   -1

CARTESIAN COORDINATES (ANGSTROEM)
C  -4.285  1.850  1.242
C  -4.149  1.488  -0.246
O  -2.798  1.522  -0.710
C  -2.316  0.303  -1.214
C  -2.808  -0.101  -2.615
N  -4.211  0.273  -2.927
O  -0.927  0.550  -1.408
P  0.076  -0.802  -1.191
O  1.485  0.140  -1.629
N  -0.041  -1.339  -2.948
C  0.507  -0.600  -3.744
O  0.931  0.039  -4.627
P  1.240  -2.728  -0.862
N  1.620  -3.013  0.648
O  0.304  -3.954  -1.395
O  2.568  -2.799  -1.820
O  -1.288  -1.726  -0.694
C  -2.279  -0.886  -0.197
C  -1.961  -0.491  1.266
O  -3.444  -1.711  -0.182
H  -5.166  2.478  1.370
H  -3.385  2.310  1.645
H  -4.470  0.952  1.842
H  -4.694  2.237  -0.822
H  -4.624  0.542  -0.507
H  -2.675  -1.177  -2.721
H  -2.136  0.367  -3.326
H  -4.161  1.105  -3.505
H  -4.544  -0.436  -3.573
H  0.403  -0.417  0.142
H  2.178  -0.062  -0.987
H  1.294  -2.248  1.230
H  0.512  -4.707  -0.826
H  3.349  -2.600  -1.295
H  -1.811  0.585  1.372
H  -2.726  -0.824  1.969
H  -1.019  -0.963  1.540
H  -4.084  -1.341  0.431
C  -4.582  -4.562  -1.917
Cl  -4.183  -6.005  -2.866
Cl  -5.080  -3.226  -2.961
H  -5.404  -4.800  -1.252
H  -3.709  -4.255  -1.350
C  -8.129  3.931  -0.046
Cl  -7.353  2.405  -0.474
Cl  -6.987  5.282  -0.077
H  -8.920  4.131  -0.759
H  -8.535  3.846  0.955
C  4.832  -3.098  3.263
Cl  5.668  -3.065  4.834
Cl  4.231  -1.514  2.792
H  5.532  -3.443  2.511
H  3.989  -3.777  3.332
C  2.548  1.985  2.010
Cl  2.186  1.601  3.701
Cl  2.890  0.532  1.076
H  1.689  2.488  1.578
H  3.426  2.621  1.974
C  0.467  4.700  5.779
Cl  2.181  4.719  5.339
Cl  -0.565  4.344  4.393
H  0.314  3.938  6.534
H  0.202  5.676  6.168
C  6.204  4.439  2.875
Cl  7.923  4.447  2.449
Cl  5.183  4.116  1.470
H  6.034  3.664  3.609
H  5.941  5.408  3.282
C  -3.607  -9.112  -5.732
Cl  -5.175  -8.299  -5.832
Cl  -3.069  -9.312  -4.063
H  -3.697  -10.092  -6.186
H  -2.873  -8.516  -6.260
C  0.456  -6.156  -3.730
Cl  -0.039  -6.764  -2.152
Cl  0.769  -7.484  -4.865
H  -0.340  -5.536  -4.125
H  1.360  -5.572  -3.609
C  -3.252  -0.057  -6.800
Cl  -2.223  -0.862  -5.617
Cl  -3.629  1.616  -6.349
H  -2.735  -0.037  -7.752
H  -4.182  -0.608  -6.888
C  7.854  1.079  0.705
Cl  9.090  -0.135  0.332
Cl  6.225  0.500  0.357
H  7.917  1.320  1.760
H  8.045  1.962  0.106
C  3.721  8.126  3.665
Cl  3.324  7.313  2.149
Cl  4.855  7.177  4.636
H  4.174  9.084  3.439
H  2.811  8.264  4.238
C  5.091  2.816  6.342
Cl  5.909  1.334  5.842
Cl  6.151  4.233  6.187
H  4.222  2.959  5.710
H  4.793  2.722  7.379


An isolated molecule of C4H4ClNO2 at a distorted geometry, computed with wB97M-V/def2-TZVPD.

HOMO-LUMO gap   7.72 eV
Structure (SMILES)   N/C(C=O)=C(\Cl)C=O
Highest occupied orbital energy   -8.814 eV
Energy relative to the best compared isomer or geometry (same formula, charge and spin)   62.6 kcal/mol

CARTESIAN COORDINATES (ANGSTROEM)
N  0.863  -1.684  -0.271
C  0.637  -0.404  -0.040
C  1.786  0.477  0.337
O  2.937  -0.018  0.066
C  -0.617  0.173  -0.114
Cl  -1.849  -1.015  0.180
C  -1.146  1.524  -0.114
O  -0.443  2.462  -0.241
H  1.894  -1.722  -0.508
H  0.211  -2.559  -0.826
H  1.664  1.512  1.015
H  -2.284  1.637  0.147


A 2-piece molecular cluster, C4H6F2O overall at a distorted geometry, computed with wB97M-V/def2-TZVPD.

HOMO-LUMO gap   9.83 eV
Structure (SMILES)   CC=C(F)F.C=O
Highest occupied orbital energy   -9.132 eV
Energy relative to the best compared isomer or geometry (same formula, charge and spin)   48.9 kcal/mol

CARTESIAN COORDINATES (ANGSTROEM)
C  -1.238  -0.394  1.216
C  0.160  -0.989  0.952
C  0.370  -1.820  -0.058
F  -0.498  -2.432  -0.839
F  1.573  -2.322  -0.335
H  -1.056  0.333  1.976
H  -1.772  0.064  0.299
H  -1.843  -1.255  1.511
H  0.983  -0.760  1.548
C  2.859  1.442  -0.075
O  2.697  0.400  0.456
H  3.082  1.567  -1.212
H  3.090  2.338  0.474


A 2-piece molecular cluster, CH6OS overall at a distorted geometry, computed with wB97M-V/def2-TZVPD.

HOMO-LUMO gap   10.62 eV
Structure (SMILES)   CO.S
Highest occupied orbital energy   -9.857 eV
Energy relative to the best compared isomer or geometry (same formula, charge and spin)   25.1 kcal/mol

CARTESIAN COORDINATES (ANGSTROEM)
C  2.107  -1.800  2.287
O  3.134  -2.537  1.659
H  1.253  -1.963  1.594
H  1.667  -1.964  3.270
H  2.234  -0.716  2.186
H  3.715  -1.981  1.121
S  -2.675  2.058  -1.877
H  -1.468  2.536  -1.612
H  -2.799  2.195  -3.195


An isolated molecule of C4H6O2 at a distorted geometry, computed with wB97M-V/def2-TZVPD.

HOMO-LUMO gap   11.24 eV
Structure (SMILES)   O=C1CCCO1
Highest occupied orbital energy   -10.333 eV
Energy relative to the best compared isomer or geometry (same formula, charge and spin)   17.9 kcal/mol

CARTESIAN COORDINATES (ANGSTROEM)
O  2.120  1.327  -0.458
C  1.153  0.723  -0.105
C  0.735  -0.716  -0.466
C  -0.582  -0.771  0.296
C  -1.022  0.725  0.212
O  0.203  1.287  0.720
H  0.581  -0.879  -1.538
H  1.539  -1.404  -0.168
H  -1.316  -1.539  0.049
H  -0.306  -0.921  1.350
H  -1.928  0.919  0.787
H  -1.161  1.322  -0.712


An isolated molecule of C5H7NO, computed with wB97M-V/def2-TZVPD.

HOMO-LUMO gap   10.14 eV
Structure (SMILES)   C1=N[C@H]2C[C@H]2CO1
Highest occupied orbital energy   -9.180 eV
Energy relative to the best compared isomer or geometry (same formula, charge and spin)   36.0 kcal/mol

CARTESIAN COORDINATES (ANGSTROEM)
C  1.607  -0.747  0.524
N  0.786  -1.550  -0.005
C  -0.408  -1.001  -0.570
C  -1.441  -0.390  0.337
C  -0.618  0.488  -0.559
C  0.497  1.333  0.012
O  1.537  0.593  0.668
H  2.533  -1.113  0.966
H  -0.769  -1.570  -1.422
H  -1.218  -0.386  1.402
H  -2.490  -0.534  0.093
H  -1.115  0.932  -1.418
H  0.126  2.039  0.763
H  0.973  1.906  -0.792